Record 1
C29H25BrCl2N9O4Sn | ωB97M-V/def2-TZVPD

Computed properties:
* E_LUMO: -3.36 eV
* relative energy (zero: lowest compared OMol25 entry of this formula, charge and spin): 0.0 kcal/mol
* highest occupied orbital energy: -9.29 eV

```
! RIJCOSX wB97M-V def2-TZVPD def2/J DEFGRID3
* xyz 1 1
Sn -0.266 -0.542 -0.011
Cl -7.017 -0.990 -0.253
C -5.464 -0.277 -0.302
C -4.445 -1.042 0.136
C -3.097 -0.628 0.165
N -2.052 -1.273 0.767
C -2.132 -2.507 1.489
O -2.882 -3.440 1.292
C -1.302 -2.677 2.745
C -1.517 -3.718 3.678
C -0.635 -3.847 4.724
C 0.397 -2.879 4.860
C 0.444 -1.797 3.946
N -0.332 -1.765 2.900
C -2.879 0.693 -0.381
C -3.938 1.403 -1.092
C -5.229 0.981 -0.941
Cl -6.485 1.884 -1.665
N -1.644 1.243 -0.210
C -1.603 2.608 0.089
O -2.542 3.330 0.546
C -0.410 3.427 -0.214
C -0.667 4.775 -0.525
C 0.359 5.660 -0.779
C 1.663 5.194 -0.645
C 1.891 3.834 -0.370
N 0.860 3.024 -0.094
H -4.623 -2.102 0.354
H -2.365 -4.380 3.490
H -0.777 -4.590 5.548
H 1.136 -3.000 5.609
H 1.191 -1.018 4.047
H -3.723 2.343 -1.570
H -1.716 5.004 -0.487
H 0.115 6.664 -1.172
H 2.487 5.877 -0.730
H 2.944 3.397 -0.373
C 3.794 -0.067 3.538
N 2.866 0.661 2.646
C 2.628 2.051 2.920
C 2.298 0.034 1.575
N 1.294 0.602 0.933
N 2.829 -1.194 1.240
C 2.286 -2.274 0.552
N 3.162 -3.321 0.365
N 1.101 -2.300 0.072
H 3.783 0.445 4.525
H 4.886 -0.106 3.107
H 3.437 -1.162 3.593
H 2.633 2.592 1.981
H 3.433 2.486 3.521
H 1.674 2.159 3.393
H 1.305 1.605 0.635
H 3.615 -1.474 1.838
H 4.160 -3.023 0.474
H 3.084 -3.878 -0.511
H 0.852 -3.237 -0.294
Br -0.226 -0.549 -8.679
C 0.100 -0.785 -6.907
C -0.566 -1.808 -6.181
C -0.638 -1.702 -4.794
C 0.158 -0.745 -4.133
C 0.884 0.221 -4.884
C 0.890 0.255 -6.269
C 0.097 -0.528 -2.660
O 1.068 0.018 -2.083
O -0.963 -0.996 -1.999
H -1.226 -2.519 -6.738
H -1.221 -2.408 -4.165
H 1.441 0.996 -4.352
H 1.337 1.083 -6.828
*
```

Record 2
C29H25Cl15N4O8 | ωB97M-V/def2-TZVPD

Computed properties:
* SMILES: O=[N+]([O-])c1ccccc1.O=[N+]([O-])c1ccccc1.O=[N+]([O-])c1ccccc1.O=[N+]([O-])c1ccccc1.ClC(Cl)Cl.ClC(Cl)Cl.ClC(Cl)Cl.ClC(Cl)Cl.ClC(Cl)Cl
* E_LUMO: -0.81 eV
* relative energy (zero: lowest compared OMol25 entry of this formula, charge and spin): 0.0 kcal/mol
* highest occupied orbital energy: -10.00 eV

```
! RIJCOSX wB97M-V def2-TZVPD def2/J DEFGRID3
* xyz 0 1
C 2.346 -3.146 1.801
C 1.180 -2.527 2.071
C 0.068 -3.264 2.452
C 0.223 -4.605 2.557
C 1.400 -5.327 2.325
C 2.472 -4.567 1.962
N -0.959 -5.447 2.934
O -2.037 -4.893 3.034
O -0.842 -6.699 2.977
H 3.255 -2.572 1.524
H 1.112 -1.438 2.086
H -0.893 -2.786 2.521
H 1.435 -6.385 2.414
H 3.399 -5.058 1.740
C -1.826 -3.945 -0.659
C -2.599 -2.928 -1.288
C -2.090 -2.361 -2.461
C -0.781 -2.687 -2.839
C -0.013 -3.556 -2.156
C -0.597 -4.262 -1.128
N -0.258 -2.095 -4.123
O -1.053 -1.886 -4.977
O 0.938 -1.962 -4.259
H -2.339 -4.469 0.105
H -3.590 -2.619 -1.028
H -2.665 -1.698 -3.053
H 1.034 -3.837 -2.323
H 0.003 -5.008 -0.705
C 4.519 0.592 -4.803
C 3.736 1.068 -5.806
C 2.399 1.404 -5.558
C 1.919 1.245 -4.235
C 2.700 0.782 -3.220
C 3.983 0.423 -3.521
N 0.467 1.374 -4.164
O 0.083 0.935 -3.052
O -0.183 2.033 -4.936
H 5.567 0.244 -4.977
H 4.167 1.367 -6.715
H 1.676 1.716 -6.325
H 2.409 0.630 -2.176
H 4.635 0.083 -2.733
C 0.264 1.018 1.154
C -0.398 2.020 1.838
C -1.774 2.149 1.730
C -2.501 1.206 1.034
C -1.843 0.170 0.342
C -0.457 0.095 0.375
N -3.999 1.180 1.037
O -4.535 0.224 0.523
O -4.588 2.128 1.524
H 1.335 0.923 1.321
H 0.065 2.717 2.583
H -2.212 2.864 2.434
H -2.392 -0.644 -0.120
H 0.143 -0.613 -0.092
C 4.363 0.978 3.182
Cl 5.875 0.299 3.819
Cl 2.976 0.449 4.049
Cl 4.273 0.616 1.424
H 4.491 2.012 3.299
C -1.479 6.180 2.743
Cl -0.210 5.735 3.931
Cl -0.876 7.503 1.693
Cl -2.942 6.724 3.557
H -1.677 5.356 2.085
C -3.011 -0.441 5.356
Cl -1.442 -1.304 5.378
Cl -3.928 -0.696 3.916
Cl -2.825 1.334 5.728
H -3.595 -0.858 6.139
C 1.290 3.874 -0.871
Cl 2.714 2.918 -0.599
Cl 1.428 4.668 -2.434
Cl 1.023 5.002 0.417
H 0.371 3.251 -0.854
C -3.703 3.782 -1.329
Cl -2.701 2.670 -2.219
Cl -4.896 4.656 -2.372
Cl -2.776 4.872 -0.304
H -4.255 3.111 -0.699
*
```

Record 3
C29H25Cl2IrN7O2S | ωB97M-V/def2-TZVPD

Computed properties:
* E_LUMO (alpha / beta): -7.99 / -8.61 eV
* expectation value of S²: 0.8447
* relative energy (zero: lowest compared OMol25 entry of this formula, charge and spin): 60.1 kcal/mol
* highest occupied orbital energy (alpha / beta): -13.74 / -13.74 eV

```
! RIJCOSX wB97M-V def2-TZVPD def2/J DEFGRID3
* xyz 2 2
Ir -1.649 -0.503 0.386
C 2.539 2.834 1.512
C 2.457 1.798 0.590
C 1.229 1.362 0.137
C 0.051 1.957 0.613
C 0.136 2.987 1.561
C 1.375 3.418 1.996
N -1.179 1.482 0.152
C -2.128 2.250 -0.423
C -2.013 3.616 -0.739
C -3.041 4.246 -1.406
C -4.181 3.538 -1.807
C -4.314 2.186 -1.537
C -3.305 1.538 -0.836
N -3.269 0.203 -0.528
N -4.092 -0.622 -1.042
C -3.813 -1.925 -0.820
C -4.554 -2.934 -1.450
C -4.213 -4.249 -1.236
C -3.159 -4.551 -0.373
C -2.452 -3.515 0.206
N -2.748 -2.235 -0.016
H 3.507 3.189 1.836
H 3.354 1.334 0.201
H 1.174 0.602 -0.634
H -0.774 3.425 1.951
H 1.436 4.221 2.717
H -1.110 4.153 -0.486
H -2.956 5.298 -1.638
H -4.960 4.049 -2.353
H -5.177 1.624 -1.863
H -5.350 -2.629 -2.112
H -4.745 -5.043 -1.738
H -2.882 -5.576 -0.175
H -1.615 -3.722 0.860
S 4.504 -2.371 2.167
C 2.801 -1.969 1.786
C 2.052 -1.179 2.651
C 0.746 -0.888 2.317
N 0.161 -1.339 1.200
C 0.869 -2.148 0.400
C 2.183 -2.489 0.655
C 5.262 -1.023 1.241
C 5.517 0.183 1.875
C 6.140 1.183 1.135
N 6.479 1.004 -0.129
C 6.257 -0.148 -0.733
C 5.642 -1.214 -0.078
H 2.475 -0.810 3.574
H 0.143 -0.280 2.978
H 0.363 -2.543 -0.471
H 2.703 -3.164 -0.006
H 5.258 0.339 2.913
H 6.383 2.143 1.575
H 6.584 -0.235 -1.761
H 5.484 -2.155 -0.582
N -2.795 -0.442 2.541
H -3.789 -0.585 2.389
H -2.689 0.442 3.030
H -2.476 -1.179 3.162
Cl -1.710 1.028 -4.337
C -0.637 -0.354 -4.268
Cl -1.425 -1.842 -4.736
C -0.175 -0.501 -2.683
O 1.011 -0.336 -2.511
O -1.160 -0.755 -1.951
H 0.261 -0.180 -4.854
*
```

Record 4
C29H25ClF5N3O5S | ωB97M-V/def2-TZVPD

Computed properties:
* E_LUMO: -2.68 eV
* relative energy (zero: lowest compared OMol25 entry of this formula, charge and spin): 84.1 kcal/mol
* highest occupied orbital energy: -5.66 eV

```
! RIJCOSX wB97M-V def2-TZVPD def2/J DEFGRID3
* xyz 0 1
O -1.079 6.526 -0.578
N -0.149 6.009 0.083
O 0.986 6.529 0.184
C -0.390 4.768 0.746
C 0.629 4.141 1.485
C 0.408 2.908 2.099
C -0.836 2.256 1.982
S -1.151 0.664 2.869
C -0.932 -0.700 1.817
Cl -0.621 -2.235 2.296
O -0.140 0.669 3.897
O -2.554 0.783 3.240
C -1.865 2.902 1.269
C -1.642 4.135 0.651
H 1.589 4.646 1.570
H 1.206 2.470 2.699
H -0.794 -0.496 0.755
H -2.861 2.460 1.218
H -2.431 4.635 0.093
C 0.834 -8.182 8.956
N 0.089 -7.115 8.333
C -0.639 -6.221 9.060
O -0.844 -6.266 10.271
C -1.187 -5.180 8.066
C -0.561 -3.800 8.267
C -0.852 -3.263 9.635
C 0.088 -3.350 10.662
F 1.293 -3.924 10.413
C -0.194 -2.933 11.959
F 0.718 -3.080 12.939
C -1.443 -2.379 12.241
F -1.734 -1.976 13.493
C -2.395 -2.253 11.229
F -3.603 -1.722 11.503
C -2.091 -2.703 9.946
F -3.058 -2.640 8.991
N -0.873 -5.786 6.775
C -1.264 -5.167 5.633
C -0.949 -5.625 4.356
C -1.348 -5.037 3.154
C -1.108 -5.650 1.879
C -1.694 -5.140 0.686
C -1.436 -5.717 -0.556
C -0.609 -6.842 -0.663
C -0.053 -7.402 0.497
C -0.295 -6.822 1.748
C -0.015 -6.987 6.883
C 1.380 -6.775 6.285
C -0.640 -8.268 6.304
H 0.831 -8.050 10.042
H 0.396 -9.158 8.707
H 1.872 -8.175 8.598
H -2.288 -5.103 8.202
H 0.524 -3.880 8.125
H -0.976 -3.134 7.505
H -1.939 -4.317 5.766
H -0.303 -6.507 4.291
H -1.942 -4.128 3.195
H -2.403 -4.314 0.765
H -1.908 -5.301 -1.456
H -0.390 -7.283 -1.635
H 0.554 -8.312 0.439
H 0.101 -7.321 2.637
H 1.891 -5.961 6.816
H 1.961 -7.700 6.397
H 1.324 -6.528 5.222
H -1.557 -8.520 6.856
H -0.877 -8.160 5.242
H 0.073 -9.098 6.419
*
```